# 1
The following is a quantum chemistry calculation of a cluster of 20 separate species, C46H91Cl28N13O13 in total, from OMol25.

Values from the calculation:
Calculated total energy in a.u.: -16382.809901
Energy relative to the best compared isomer or geometry (same formula, charge and spin) in kcal/mol: 0.0
Lowest unoccupied orbital energy in Eh: -0.0157
2S+1: 1

Cartesian coordinates (Å):
C (-5.749, 2.031, -0.517)
C (-4.399, 1.290, -0.711)
O (-3.407, 1.531, -0.042)
N (-4.476, 0.219, -1.594)
C (-3.340, -0.647, -1.825)
H (-5.638, 3.101, -0.403)
H (-6.091, 1.696, 0.456)
H (-6.543, 1.782, -1.177)
H (-5.399, -0.218, -1.540)
H (-3.399, -1.089, -2.809)
H (-3.319, -1.463, -1.046)
H (-2.351, -0.127, -1.775)
C (0.540, -0.622, -0.511)
C (0.703, 0.850, -0.212)
O (1.846, 1.338, -0.244)
N (-0.393, 1.612, 0.135)
C (-0.303, 3.028, 0.532)
H (0.583, -1.132, 0.464)
H (1.443, -0.986, -1.083)
H (-0.387, -0.786, -1.102)
H (-1.315, 1.258, -0.088)
H (-0.823, 3.282, 1.444)
H (-0.707, 3.662, -0.237)
H (0.738, 3.240, 0.629)
C (5.783, -0.240, 1.472)
C (6.149, -0.310, 0.024)
O (7.180, -0.882, -0.303)
N (5.246, 0.239, -0.859)
C (5.369, 0.275, -2.300)
H (4.641, -0.283, 1.650)
H (6.143, 0.649, 1.985)
H (6.170, -1.110, 2.036)
H (4.443, 0.660, -0.444)
H (5.744, -0.674, -2.697)
H (6.032, 1.063, -2.528)
H (4.405, 0.453, -2.774)
C (6.520, -7.007, 0.772)
C (6.610, -5.562, 1.001)
O (5.765, -4.896, 1.551)
N (7.831, -5.024, 0.620)
C (8.139, -3.592, 0.599)
H (7.200, -7.484, 0.069)
H (5.520, -7.121, 0.386)
H (6.632, -7.511, 1.744)
H (8.531, -5.620, 0.187)
H (7.685, -3.041, 1.457)
H (7.537, -3.071, -0.237)
H (9.176, -3.451, 0.546)
C (2.969, -2.344, 2.025)
C (2.101, -3.541, 1.802)
O (0.891, -3.426, 1.584)
N (2.668, -4.745, 2.006)
C (1.883, -5.927, 1.807)
H (2.805, -1.638, 1.255)
H (4.001, -2.593, 2.065)
H (2.599, -1.800, 2.906)
H (3.639, -4.853, 2.011)
H (1.023, -5.857, 2.456)
H (2.528, -6.818, 2.096)
H (1.562, -6.072, 0.755)
C (-2.724, 3.786, -2.034)
C (-2.032, 4.905, -2.906)
O (-0.974, 4.642, -3.410)
N (-2.647, 6.148, -3.019)
C (-2.462, 7.114, -4.109)
H (-3.232, 3.161, -2.778)
H (-3.436, 4.174, -1.335)
H (-1.912, 3.336, -1.496)
H (-3.388, 6.418, -2.424)
H (-3.440, 7.303, -4.547)
H (-1.803, 6.686, -4.844)
H (-2.014, 8.067, -3.811)
C (-6.813, -2.560, 0.873)
C (-7.480, -1.803, -0.243)
O (-6.833, -1.296, -1.186)
N (-8.846, -1.749, -0.149)
C (-9.611, -0.812, -0.961)
H (-6.839, -1.914, 1.748)
H (-5.757, -2.739, 0.597)
H (-7.304, -3.559, 1.012)
H (-9.319, -1.949, 0.770)
H (-9.664, -1.052, -2.019)
H (-9.232, 0.265, -0.867)
H (-10.677, -0.805, -0.616)
C (1.171, 0.215, -3.614)
C (0.499, -1.085, -3.776)
O (1.133, -2.138, -3.616)
N (-0.763, -1.055, -4.211)
C (-1.529, -2.147, -4.722)
H (0.593, 0.985, -3.013)
H (1.371, 0.643, -4.586)
H (2.120, 0.037, -3.085)
H (-1.268, -0.179, -4.219)
H (-1.740, -2.005, -5.773)
H (-2.493, -2.261, -4.219)
H (-0.965, -3.057, -4.526)
C (2.222, -5.971, -2.936)
C (3.126, -5.094, -2.029)
O (4.042, -5.672, -1.429)
N (3.011, -3.742, -1.975)
C (4.000, -2.965, -1.172)
H (1.688, -5.354, -3.664)
H (1.568, -6.536, -2.314)
H (2.859, -6.713, -3.456)
H (2.470, -3.220, -2.681)
H (4.188, -3.385, -0.162)
H (3.500, -1.999, -0.987)
H (4.920, -2.784, -1.740)
C (-4.604, 1.644, 3.300)
C (-4.895, 0.419, 2.544)
O (-6.001, 0.138, 2.096)
N (-3.798, -0.359, 2.207)
C (-2.369, -0.061, 2.475)
H (-4.399, 2.455, 2.619)
H (-3.809, 1.550, 4.035)
H (-5.532, 1.815, 3.881)
H (-4.080, -1.202, 1.785)
H (-1.845, -0.952, 2.178)
H (-2.269, 0.137, 3.539)
H (-2.153, 0.784, 1.834)
C (3.957, -3.664, 5.411)
C (2.583, -3.895, 5.999)
O (2.347, -4.291, 7.117)
N (1.524, -3.801, 5.129)
C (0.158, -4.085, 5.510)
H (4.655, -4.487, 5.671)
H (4.395, -2.774, 5.815)
H (3.911, -3.627, 4.295)
H (1.753, -3.574, 4.150)
H (-0.566, -3.902, 4.718)
H (-0.125, -3.461, 6.362)
H (0.010, -5.097, 5.904)
C (-4.708, 1.900, -5.121)
C (-3.230, 1.901, -4.976)
O (-2.579, 1.217, -4.167)
N (-2.577, 2.793, -5.746)
C (-1.066, 2.759, -5.726)
H (-4.978, 2.054, -6.196)
H (-5.103, 2.751, -4.547)
H (-5.074, 0.887, -4.826)
H (-2.969, 3.115, -6.619)
H (-0.644, 2.827, -4.691)
H (-0.751, 3.674, -6.247)
H (-0.608, 1.925, -6.317)
C (-3.248, -4.957, -0.036)
C (-2.357, -3.738, 0.410)
O (-2.599, -3.143, 1.471)
N (-1.308, -3.345, -0.398)
C (-0.550, -4.373, -1.191)
H (-4.114, -4.973, 0.635)
H (-2.649, -5.842, 0.162)
H (-3.526, -5.009, -1.063)
H (-0.684, -2.892, 0.200)
H (-0.052, -5.129, -0.576)
H (0.231, -3.873, -1.803)
H (-1.304, -4.907, -1.795)
C (1.282, 8.503, -1.445)
Cl (0.880, 7.074, -0.513)
Cl (3.022, 8.688, -1.393)
Cl (0.750, 8.227, -3.102)
Cl (0.621, 10.058, -0.880)
C (3.948, 4.538, -3.438)
Cl (2.494, 4.710, -2.472)
Cl (3.590, 3.480, -4.823)
Cl (4.309, 6.189, -4.065)
Cl (5.337, 4.078, -2.488)
C (1.412, 6.484, 3.811)
Cl (-0.274, 6.888, 3.468)
Cl (1.844, 6.626, 5.504)
Cl (1.662, 4.776, 3.349)
Cl (2.468, 7.618, 2.953)
C (-3.976, 6.787, 1.389)
Cl (-2.706, 8.024, 1.340)
Cl (-5.009, 7.110, 2.871)
Cl (-4.914, 6.910, -0.136)
Cl (-3.420, 5.042, 1.533)
C (5.131, 4.020, 1.619)
Cl (3.930, 2.932, 0.942)
Cl (4.599, 5.670, 1.270)
Cl (5.061, 3.946, 3.389)
Cl (6.822, 3.762, 1.026)
C (-2.048, 3.587, 5.947)
Cl (-1.327, 2.865, 4.434)
Cl (-2.824, 2.389, 6.890)
Cl (-0.847, 4.431, 6.973)
Cl (-3.258, 4.697, 5.344)
C (2.179, 0.867, 5.902)
Cl (3.707, 0.130, 6.401)
Cl (0.760, 0.258, 6.817)
Cl (2.262, 2.636, 6.214)
Cl (1.920, 0.696, 4.142)



# 2
The following is a quantum chemistry calculation of a structure of composition C46H92O42S3, from OMol25.

Values from the calculation:
Calculated total energy in a.u.: -6162.291739
Energy relative to the best compared isomer or geometry (same formula, charge and spin) in kcal/mol: 197.3
Lowest unoccupied orbital energy in Eh: -0.0014
2S+1: 1

Cartesian coordinates (Å):
C (-36.862, 10.176, -3.363)
C (-37.930, 9.678, -2.373)
O (-37.457, 8.783, -1.449)
C (-38.169, 8.543, -0.383)
O (-39.380, 8.761, -0.338)
O (-37.466, 7.821, 0.504)
C (-37.980, 7.553, 1.790)
H (-36.831, 9.570, -4.269)
H (-35.863, 9.936, -2.998)
H (-36.900, 11.236, -3.613)
H (-38.762, 9.232, -2.917)
H (-38.361, 10.501, -1.802)
H (-38.499, 8.418, 2.204)
H (-37.199, 7.272, 2.496)
H (-38.686, 6.724, 1.731)
C (-33.427, 14.658, 1.861)
C (-32.654, 14.998, 3.074)
O (-32.275, 16.335, 2.760)
C (-31.359, 17.040, 3.455)
O (-30.675, 16.532, 4.373)
O (-31.295, 18.218, 3.011)
C (-30.528, 19.138, 3.822)
H (-32.826, 14.700, 0.952)
H (-34.298, 15.291, 1.692)
H (-33.704, 13.647, 2.158)
H (-31.919, 14.193, 3.060)
H (-33.355, 14.900, 3.902)
H (-29.992, 19.871, 3.220)
H (-29.672, 18.666, 4.306)
H (-31.120, 19.670, 4.567)
C (-29.564, 3.618, -7.538)
C (-29.118, 3.562, -8.947)
O (-30.115, 3.240, -9.925)
C (-30.414, 4.222, -10.863)
O (-29.744, 5.253, -11.076)
O (-31.608, 3.910, -11.342)
C (-32.283, 4.932, -12.060)
H (-28.815, 3.879, -6.790)
H (-29.900, 2.621, -7.254)
H (-30.357, 4.357, -7.419)
H (-28.283, 2.874, -9.080)
H (-28.760, 4.565, -9.178)
H (-33.351, 4.713, -12.063)
H (-31.999, 4.972, -13.112)
H (-32.201, 5.918, -11.605)
C (-30.348, 25.699, 1.080)
C (-30.248, 25.134, -0.280)
O (-31.180, 23.998, -0.443)
C (-30.977, 22.983, -1.270)
O (-30.154, 22.918, -2.147)
O (-31.978, 22.120, -1.117)
C (-32.113, 20.998, -1.906)
H (-31.390, 26.016, 1.136)
H (-29.814, 26.648, 1.132)
H (-30.103, 25.099, 1.956)
H (-29.243, 24.713, -0.284)
H (-30.180, 25.780, -1.155)
H (-32.016, 21.206, -2.971)
H (-33.071, 20.536, -1.667)
H (-31.328, 20.248, -1.806)
C (-37.365, 1.387, 0.010)
C (-36.231, 2.029, -0.694)
O (-36.647, 2.489, -2.011)
C (-35.853, 3.325, -2.696)
O (-34.845, 3.817, -2.209)
O (-36.181, 3.451, -4.038)
C (-35.239, 4.036, -4.950)
H (-37.431, 0.376, -0.393)
H (-38.278, 1.980, -0.043)
H (-37.131, 1.258, 1.066)
H (-35.254, 1.547, -0.726)
H (-36.075, 2.900, -0.058)
H (-34.518, 3.257, -5.195)
H (-34.728, 4.845, -4.428)
H (-35.648, 4.483, -5.856)
C (-37.391, 12.681, -16.366)
C (-37.002, 12.612, -14.944)
O (-37.459, 13.878, -14.386)
C (-37.274, 14.124, -13.065)
O (-36.554, 13.426, -12.444)
O (-38.021, 15.217, -12.701)
C (-38.143, 15.462, -11.319)
H (-36.998, 13.455, -17.025)
H (-38.437, 12.987, -16.359)
H (-37.412, 11.714, -16.869)
H (-35.936, 12.437, -14.803)
H (-37.485, 11.758, -14.470)
H (-39.099, 15.947, -11.126)
H (-37.387, 16.186, -11.016)
H (-38.023, 14.551, -10.733)
C (-30.076, 15.468, -19.542)
C (-31.312, 16.234, -19.039)
O (-31.616, 16.131, -17.619)
C (-31.886, 17.221, -16.936)
O (-32.063, 18.335, -17.376)
O (-31.960, 16.881, -15.659)
C (-32.486, 17.729, -14.676)
H (-29.236, 15.689, -18.883)
H (-29.853, 15.895, -20.520)
H (-30.241, 14.392, -19.580)
H (-32.217, 15.927, -19.563)
H (-31.058, 17.239, -19.376)
H (-32.524, 17.154, -13.751)
H (-33.536, 17.988, -14.813)
H (-31.851, 18.589, -14.462)
C (-18.480, 11.973, -13.644)
C (-18.565, 10.511, -13.221)
O (-19.887, 10.036, -13.191)
C (-20.706, 10.128, -12.085)
O (-20.373, 10.826, -11.120)
O (-21.806, 9.366, -12.262)
C (-22.954, 9.504, -11.478)
H (-17.410, 12.087, -13.820)
H (-18.755, 12.766, -12.949)
H (-19.098, 12.029, -14.540)
H (-18.081, 10.570, -12.246)
H (-18.050, 9.774, -13.838)
H (-23.530, 10.366, -11.816)
H (-22.694, 9.668, -10.433)
H (-23.563, 8.610, -11.617)
C (-24.628, 20.511, 0.231)
C (-24.717, 22.011, 0.398)
O (-23.559, 22.400, 1.269)
C (-23.710, 23.389, 2.139)
O (-24.741, 24.077, 2.441)
O (-22.468, 23.578, 2.720)
C (-22.381, 24.574, 3.682)
H (-23.969, 20.256, -0.599)
H (-25.553, 20.039, -0.098)
H (-24.235, 19.988, 1.103)
H (-25.642, 22.270, 0.913)
H (-24.805, 22.599, -0.515)
H (-21.327, 24.848, 3.666)
H (-22.614, 24.231, 4.690)
H (-23.005, 25.447, 3.490)
C (-24.871, 16.388, -14.045)
C (-26.309, 16.253, -13.528)
O (-26.591, 17.312, -12.571)
C (-26.020, 17.364, -11.347)
O (-25.200, 16.533, -10.872)
O (-26.394, 18.472, -10.767)
C (-25.768, 18.887, -9.509)
H (-24.066, 15.915, -13.483)
H (-24.566, 17.434, -14.025)
H (-24.720, 15.888, -15.002)
H (-26.658, 15.293, -13.148)
H (-26.948, 16.391, -14.400)
H (-25.964, 18.317, -8.601)
H (-26.085, 19.891, -9.225)
H (-24.688, 19.029, -9.560)
C (-30.521, 11.663, -8.106)
C (-30.443, 12.979, -8.837)
O (-30.011, 14.007, -7.943)
S (-29.964, 13.507, -6.351)
O (-31.274, 13.659, -5.727)
O (-28.776, 13.969, -5.580)
O (-29.826, 11.935, -6.932)
H (-30.021, 10.864, -8.654)
H (-31.561, 11.460, -7.849)
H (-31.426, 13.140, -9.279)
H (-29.828, 12.877, -9.730)
C (-21.174, 13.827, -5.081)
C (-19.764, 14.320, -5.248)
O (-19.285, 14.811, -4.097)
S (-19.852, 13.812, -2.884)
O (-20.220, 14.599, -1.713)
O (-18.889, 12.723, -2.702)
O (-21.111, 13.262, -3.769)
H (-21.416, 13.000, -5.749)
H (-21.852, 14.672, -4.961)
H (-19.609, 15.152, -5.935)
H (-19.156, 13.501, -5.630)
C (-26.937, 8.298, -17.020)
C (-27.855, 7.182, -17.644)
O (-29.145, 7.499, -17.163)
S (-29.332, 9.116, -16.902)
O (-29.711, 9.486, -15.538)
O (-30.200, 9.652, -17.978)
O (-27.684, 9.454, -17.139)
H (-26.030, 8.397, -17.616)
H (-26.657, 8.142, -15.978)
H (-27.580, 6.143, -17.466)
H (-27.959, 7.288, -18.724)